116
Properties=species:S:1:pos:R:3:mulliken_charge:R:1 method="wB97M-V/def2-TZVPD" total_charge=0 lumo_ev=-0.2 smiles="C=C[C@@]1(N(C(C)=O)C(C)=O)[C@](OCC)([PH2]=N)OC(=O)[C@]1(N)Br.CCOC(=O)OC.CCOC(=O)OC.CCOC(=O)OC.CCOC(=O)OC.CCOC(=O)OC" homo_energy_ev=-8.653
C -1.211 -1.654 -2.692 -1.379
C -0.903 -1.292 -1.417 -0.205
C 0.210 -1.879 -0.600 0.702
N 1.042 -0.972 0.217 0.881
C 0.285 -0.160 1.167 0.464
C -0.535 1.031 0.755 -1.394
O 0.364 -0.431 2.346 -0.580
C 1.837 -0.067 -0.620 0.597
C 3.270 0.111 -0.191 -1.822
O 1.397 0.510 -1.580 -0.483
C -0.558 -3.029 0.253 0.364
O -1.935 -2.803 0.188 -0.325
C -2.660 -2.656 1.404 0.197
C -4.112 -2.392 0.990 -1.538
P 0.149 -3.478 1.959 0.611
N -0.155 -4.970 2.354 -0.929
O -0.424 -4.228 -0.484 -0.310
C 0.384 -4.114 -1.570 0.018
O 0.458 -4.933 -2.453 -0.601
C 1.167 -2.804 -1.399 0.446
N 1.610 -2.332 -2.698 -0.380
Br 2.814 -3.382 -0.510 -0.050
H -2.202 -2.051 -2.856 0.253
H -0.518 -1.516 -3.501 0.425
H -1.550 -0.560 -0.963 0.415
H -0.450 1.763 1.544 0.482
H -0.274 1.456 -0.204 0.521
H -1.584 0.760 0.713 0.207
H 3.838 0.165 -1.110 0.468
H 3.401 1.066 0.303 0.364
H 3.613 -0.716 0.407 0.328
H -2.314 -1.805 1.986 0.123
H -2.651 -3.558 2.009 0.453
H -4.375 -1.348 1.038 0.133
H -4.196 -2.721 -0.038 0.507
H -4.785 -3.010 1.563 0.424
H -0.404 -2.565 2.858 -0.235
H 1.526 -3.220 1.957 -0.028
H 0.734 -5.428 2.506 0.263
H 0.952 -2.571 -3.420 0.220
H 2.527 -2.684 -2.906 0.326
C -6.482 4.214 -1.318 -1.127
C -6.137 3.656 0.046 -0.127
O -4.740 3.335 0.157 -0.278
C -3.923 4.374 0.312 0.637
O -4.242 5.529 0.385 -0.568
O -2.674 3.904 0.370 -0.160
C -1.671 4.920 0.447 -0.697
H -6.160 3.528 -2.103 0.288
H -7.558 4.367 -1.403 0.369
H -5.985 5.167 -1.492 0.313
H -6.664 2.719 0.208 0.224
H -6.427 4.338 0.845 0.327
H -1.862 5.597 1.276 0.341
H -1.623 5.473 -0.489 0.328
H -0.724 4.413 0.610 0.158
C -5.184 -0.911 7.933 -0.994
C -4.216 0.252 7.976 -0.174
O -2.875 -0.158 7.677 -0.407
C -2.612 -0.384 6.393 0.697
O -3.378 -0.243 5.473 -0.514
O -1.352 -0.794 6.299 -0.367
C -0.940 -1.150 4.976 -0.582
H -4.845 -1.711 8.592 0.309
H -6.177 -0.591 8.247 0.366
H -5.260 -1.326 6.929 0.194
H -4.178 0.661 8.983 0.298
H -4.519 1.057 7.306 0.291
H -1.118 -0.339 4.278 0.349
H -1.465 -2.051 4.656 0.313
H 0.125 -1.353 5.016 0.286
C 9.868 0.796 -1.711 -1.025
C 9.784 2.145 -1.028 -0.205
O 8.995 3.078 -1.784 -0.366
C 7.680 2.900 -1.720 0.830
O 7.102 2.060 -1.083 -0.560
O 7.105 3.810 -2.509 -0.334
C 5.686 3.673 -2.620 -0.708
H 10.235 0.906 -2.732 0.230
H 10.541 0.136 -1.163 0.381
H 8.890 0.320 -1.765 0.290
H 10.775 2.590 -0.962 0.312
H 9.394 2.061 -0.014 0.311
H 5.215 3.672 -1.641 0.311
H 5.437 2.760 -3.159 0.305
H 5.333 4.529 -3.187 0.247
C -10.847 -1.560 1.353 -1.107
C -10.537 -2.115 2.727 -0.168
O -9.152 -2.462 2.867 -0.377
C -8.319 -1.438 3.031 0.778
O -8.625 -0.276 3.092 -0.561
O -7.082 -1.924 3.115 -0.324
C -6.063 -0.924 3.209 -0.690
H -10.523 -2.258 0.580 0.292
H -11.918 -1.386 1.247 0.355
H -10.328 -0.618 1.183 0.315
H -11.086 -3.041 2.885 0.291
H -10.829 -1.422 3.516 0.309
H -6.255 -0.242 4.033 0.397
H -5.995 -0.374 2.273 0.331
H -5.125 -1.435 3.391 0.132
C 8.666 -1.889 -8.062 -1.086
C 9.547 -0.732 -8.483 -0.172
O 8.927 0.536 -8.229 -0.388
C 8.924 0.928 -6.958 0.757
O 9.405 0.333 -6.029 -0.565
O 8.293 2.099 -6.889 -0.369
C 8.141 2.598 -5.558 -0.569
H 7.687 -1.813 -8.537 0.293
H 9.123 -2.837 -8.344 0.351
H 8.508 -1.891 -6.985 0.307
H 9.713 -0.765 -9.558 0.292
H 10.523 -0.774 -7.999 0.309
H 9.099 2.651 -5.046 0.295
H 7.449 1.970 -4.999 0.236
H 7.727 3.599 -5.636 0.295

100
Properties=species:S:1:pos:R:3:mulliken_charge:R:1 method="wB97M-V/def2-TZVPD" multiplicity=3 total_charge=+1 lumo_ev="-1.8 / -3.6" relative_energy_kcal_mol=0.0 homo_energy_ev="-7.222 / -9.307"
C 2.311 -1.245 -1.603 -0.150
C 1.534 0.804 -2.498 -0.122
C 3.195 -1.436 -2.663 -0.676
C 2.290 0.526 -3.686 -0.715
C 3.146 -0.557 -3.738 -1.111
H 3.935 -2.223 -2.579 0.568
H 2.093 1.169 -4.535 0.527
H 3.794 -0.713 -4.589 0.479
N 1.540 -0.164 -1.519 1.213
P 0.625 -2.341 0.387 0.635
P 0.226 2.338 -0.561 1.203
C 2.227 -2.305 -0.505 -1.730
H 2.419 -3.303 -0.921 0.730
H 3.018 -2.116 0.235 0.807
C 0.909 2.044 -2.189 -1.902
H 0.445 2.581 -3.035 0.975
C -1.527 3.242 -0.536 2.558
C 1.677 3.555 -0.208 1.784
C -0.416 -3.538 -0.686 2.077
C 1.031 -3.177 2.053 2.252
C -2.649 2.373 0.061 -1.487
H -2.447 2.121 1.110 0.209
H -3.583 2.962 0.020 0.581
H -2.807 1.452 -0.510 -0.077
C -1.465 4.514 0.320 -1.842
H -1.176 4.263 1.350 0.276
H -0.783 5.275 -0.082 0.248
H -2.476 4.956 0.368 0.577
C -1.903 3.552 -1.978 -1.631
H -2.862 4.094 -2.005 0.541
H -1.161 4.165 -2.507 0.311
H -2.045 2.606 -2.510 -0.388
C 1.607 4.158 1.192 -1.501
H 1.433 3.387 1.946 0.128
H 2.573 4.635 1.426 0.498
H 0.824 4.912 1.299 0.312
C 2.991 2.754 -0.298 -1.678
H 2.962 1.878 0.362 0.111
H 3.183 2.402 -1.316 0.285
H 3.845 3.389 -0.009 0.636
C 1.644 4.649 -1.291 -1.329
H 1.425 4.238 -2.287 0.209
H 0.888 5.427 -1.101 0.261
H 2.639 5.118 -1.382 0.437
C -0.294 -3.441 2.789 -1.919
H -0.083 -3.801 3.809 0.508
H -0.899 -2.525 2.876 0.323
H -0.902 -4.213 2.299 0.260
C 1.875 -2.192 2.875 -1.814
H 2.826 -1.963 2.379 0.330
H 1.349 -1.245 3.052 0.419
H 2.109 -2.642 3.852 0.598
C 1.844 -4.473 1.929 -1.760
H 2.749 -4.334 1.325 0.263
H 2.164 -4.770 2.939 0.552
H 1.274 -5.314 1.526 0.337
C -0.191 -3.177 -2.162 -1.593
H 0.823 -3.442 -2.488 0.220
H -0.894 -3.743 -2.794 0.630
H -0.353 -2.109 -2.347 -0.103
C -1.893 -3.328 -0.312 -1.465
H -2.217 -2.295 -0.498 0.019
H -2.512 -4.000 -0.931 0.530
H -2.078 -3.573 0.743 0.242
C -0.084 -5.028 -0.507 -1.976
H 0.977 -5.248 -0.668 0.335
H -0.407 -5.425 0.463 0.370
H -0.643 -5.593 -1.268 0.516
Pd 0.296 0.076 0.273 -0.024
C 0.487 0.861 2.091 0.111
O 1.574 1.154 2.563 -0.729
N -1.741 -0.235 -1.587 0.069
C -2.340 -0.296 -2.599 -0.591
C -2.584 0.018 -4.045 2.016
C -1.701 1.171 -4.625 -1.194
C -2.085 -1.257 -4.748 -1.606
C -4.068 0.415 -4.049 -1.591
H -1.891 2.134 -4.134 0.460
H -0.631 0.930 -4.486 0.080
H -1.906 1.297 -5.704 0.518
H -2.394 -2.193 -4.248 0.339
H -2.329 -1.292 -5.815 0.452
H -0.982 -1.208 -4.667 0.297
H -4.346 1.010 -4.924 0.405
H -4.726 -0.453 -3.911 0.403
H -4.254 1.072 -3.178 0.275
C 0.740 1.320 6.483 -1.101
N 0.533 0.962 5.087 0.174
C -0.567 0.420 4.573 0.603
S -1.110 0.800 2.917 -0.548
N -1.388 -0.389 5.252 -0.179
C -0.973 -1.294 6.330 -1.097
H -0.121 1.037 7.092 0.428
H 0.889 2.401 6.560 0.333
H 1.644 0.819 6.848 0.352
H 1.194 1.350 4.410 0.067
H -2.256 -0.596 4.757 0.292
H -1.451 -0.974 7.264 0.372
H -1.298 -2.313 6.085 0.328
H 0.116 -1.296 6.451 0.378

101
Properties=species:S:1:pos:R:3:mulliken_charge:R:1 method="wB97M-V/def2-TZVPD" multiplicity=4 total_charge=+1 lumo_ev="-4.9 / -5.0" homo_energy_ev="-9.782 / -10.478"
O 3.247 2.702 -0.911 -0.249
N 2.562 2.121 -1.647 0.254
O 2.100 3.006 -2.683 -0.321
C 0.762 3.267 -2.314 0.477
C 0.277 4.614 -1.963 -0.241
C -1.152 4.704 -1.555 -0.323
C -1.966 3.486 -1.548 -0.363
N -1.440 2.262 -1.922 -0.004
C -0.125 2.099 -2.286 -0.274
H 0.954 5.501 -2.006 0.443
H -1.580 5.682 -1.244 0.385
H -3.038 3.513 -1.239 0.406
H -2.039 1.435 -1.933 0.301
H 0.265 1.085 -2.551 0.436
C 3.767 -1.085 4.204 -1.857
C 3.894 -2.353 3.312 2.259
C 5.358 -2.564 2.885 -1.395
C 5.824 -1.590 1.808 -0.521
C 4.870 -1.603 0.618 -1.251
C 3.407 -1.356 1.025 1.832
N 2.966 -2.236 2.147 0.423
O 2.770 -3.456 1.653 -0.552
C 3.236 0.129 1.411 -1.609
C 2.515 -1.517 -0.221 -1.934
C 3.514 -3.515 4.253 -2.378
H 3.660 -1.334 5.260 0.482
H 4.642 -0.434 4.125 0.357
H 2.883 -0.496 3.957 0.342
H 5.488 -3.583 2.502 0.379
H 6.017 -2.481 3.753 0.362
H 5.917 -0.580 2.216 0.306
H 6.826 -1.870 1.471 0.403
H 5.190 -0.848 -0.107 0.369
H 4.959 -2.569 0.109 0.414
H 2.226 0.324 1.782 0.445
H 3.390 0.772 0.542 0.116
H 3.946 0.472 2.163 0.329
H 2.621 -2.496 -0.691 0.393
H 2.780 -0.779 -0.983 0.389
H 1.460 -1.369 0.030 0.446
H 2.473 -3.436 4.578 0.574
H 4.144 -3.507 5.145 0.521
H 3.654 -4.495 3.791 0.389
C -3.427 6.345 -7.888 -1.771
C -3.316 5.841 -6.422 2.075
C -4.709 5.782 -5.769 -1.350
C -5.270 7.152 -5.403 -0.483
C -4.272 7.937 -4.558 -1.201
C -2.885 8.039 -5.214 1.690
N -2.364 6.712 -5.667 0.130
O -1.961 6.044 -4.592 -0.364
C -2.963 9.018 -6.406 -1.765
C -1.923 8.734 -4.231 -1.704
C -2.807 4.390 -6.558 -1.924
H -3.331 5.533 -8.611 0.493
H -4.385 6.828 -8.090 0.333
H -2.633 7.047 -8.143 0.334
H -4.664 5.178 -4.854 0.338
H -5.413 5.273 -6.432 0.354
H -5.535 7.712 -6.303 0.297
H -6.200 7.028 -4.842 0.386
H -4.672 8.937 -4.369 0.390
H -4.189 7.454 -3.577 0.302
H -2.013 9.055 -6.945 0.376
H -3.174 10.033 -6.057 0.437
H -3.750 8.779 -7.119 0.345
H -1.856 8.215 -3.272 0.224
H -2.264 9.747 -4.010 0.428
H -0.918 8.808 -4.652 0.450
H -1.807 4.362 -7.000 0.474
H -3.474 3.814 -7.203 0.507
H -2.774 3.863 -5.602 0.234
C -0.683 -6.254 6.625 -1.751
C -0.557 -7.515 5.725 2.002
C 0.909 -7.732 5.307 -1.690
C 1.389 -6.752 4.242 0.516
C 0.446 -6.749 3.045 -1.372
C -1.018 -6.496 3.440 1.745
N -1.474 -7.383 4.553 0.369
O -1.673 -8.597 4.048 -0.564
C -1.182 -5.012 3.838 -1.815
C -1.901 -6.640 2.186 -1.792
C -0.951 -8.684 6.653 -1.939
H -0.801 -6.511 7.679 0.486
H 0.196 -5.607 6.558 0.297
H -1.562 -5.658 6.376 0.317
H 1.038 -8.748 4.917 0.404
H 1.563 -7.660 6.181 0.370
H 1.484 -5.746 4.658 -0.413
H 2.392 -7.036 3.910 0.489
H 0.778 -5.990 2.329 0.359
H 0.534 -7.711 2.527 0.341
H -2.193 -4.814 4.202 0.363
H -1.016 -4.361 2.975 0.441
H -0.475 -4.682 4.599 0.315
H -1.797 -7.616 1.710 0.384
H -1.625 -5.897 1.434 0.401
H -2.955 -6.487 2.429 0.444
H -1.994 -8.601 6.972 0.454
H -0.326 -8.682 7.550 0.479
H -0.813 -9.659 6.185 0.363

99
Properties=species:S:1:pos:R:3:mulliken_charge:R:1 method="wB97M-V/def2-TZVPD" total_charge=+1 lumo_ev="-2.5 / -2.5" homo_energy_ev="-8.740 / -8.740"
C 1.019 2.417 -1.507 -0.409
C 2.250 2.286 0.462 0.091
C 1.531 3.671 -1.816 -0.854
C 2.892 3.515 0.143 -1.088
C 2.532 4.228 -0.989 -0.968
H 1.193 4.141 -2.729 0.577
H 3.628 3.904 0.864 0.487
H 2.976 5.171 -1.283 0.435
N 1.356 1.684 -0.430 1.044
P 0.172 -0.059 -2.483 1.013
P 1.371 0.296 2.178 1.047
C -0.021 1.764 -2.425 -1.398
H -1.024 2.027 -2.036 0.429
H 0.048 2.173 -3.440 0.722
C 2.410 1.636 1.702 -1.534
H 3.178 2.033 2.364 0.319
C 0.148 1.214 3.349 2.011
C 2.478 -0.844 3.270 2.242
C -1.480 -0.711 -3.240 2.778
C 1.595 -0.241 -3.702 1.990
C -1.062 0.293 3.567 -1.062
H -0.805 -0.556 4.221 0.258
H -1.877 0.848 4.065 0.639
H -1.447 -0.049 2.597 -0.427
C 0.732 1.622 4.711 -2.037
H 0.948 0.768 5.370 0.335
H 1.615 2.270 4.604 0.345
H -0.054 2.209 5.214 0.530
C -0.313 2.495 2.632 -1.609
H -1.179 2.936 3.153 0.612
H 0.484 3.249 2.627 0.311
H -0.618 2.274 1.606 0.084
C 1.555 -1.770 4.095 -1.855
H 0.831 -2.276 3.440 0.324
H 2.172 -2.560 4.557 0.575
H 1.027 -1.245 4.904 0.190
C 3.329 -1.738 2.351 -2.198
H 2.683 -2.386 1.746 0.213
H 3.997 -1.153 1.704 0.278
H 3.959 -2.396 2.979 0.623
C 3.448 -0.077 4.173 -1.782
H 2.945 0.569 4.898 0.263
H 4.018 -0.833 4.739 0.536
H 4.153 0.516 3.579 0.365
C 1.933 -1.747 -3.739 -1.439
H 2.790 -1.867 -4.420 0.582
H 2.230 -2.113 -2.747 0.087
H 1.097 -2.351 -4.123 0.156
C 2.815 0.559 -3.195 -1.726
H 2.700 1.635 -3.391 0.353
H 2.983 0.405 -2.130 0.200
H 3.714 0.200 -3.723 0.647
C 1.300 0.276 -5.120 -1.657
H 2.271 0.350 -5.634 0.512
H 0.690 -0.425 -5.698 0.436
H 0.836 1.272 -5.111 0.194
C -2.583 0.337 -3.100 -1.170
H -2.425 1.208 -3.756 0.329
H -3.547 -0.124 -3.385 0.637
H -2.656 0.646 -2.049 -0.555
C -1.853 -1.920 -2.376 -2.141
H -2.018 -1.611 -1.329 -0.148
H -2.787 -2.396 -2.727 0.729
H -1.056 -2.675 -2.457 0.378
C -1.418 -1.161 -4.703 -2.070
H -1.292 -0.297 -5.374 0.435
H -0.655 -1.933 -4.885 0.288
H -2.397 -1.615 -4.942 0.544
Be 0.538 0.046 -0.223 0.263
C 2.016 -0.869 -0.462 -0.235
O 3.113 -1.309 -0.602 -0.329
N -1.231 0.362 0.170 -0.022
C -2.299 0.800 0.378 0.673
C -3.771 1.325 0.661 1.338
C -3.745 2.590 1.519 -1.536
C -4.478 1.669 -0.650 -1.763
C -4.580 0.249 1.384 -1.632
H -3.316 2.372 2.509 0.165
H -3.179 3.378 1.000 0.380
H -4.772 2.962 1.674 0.500
H -4.598 0.755 -1.248 0.396
H -5.489 2.074 -0.481 0.500
H -3.896 2.443 -1.173 0.356
H -5.607 0.605 1.569 0.455
H -4.646 -0.653 0.757 0.355
H -4.120 0.020 2.357 0.296
C -1.244 -4.152 -0.417 -1.872
P -0.164 -2.717 0.155 1.731
C -1.195 -2.654 1.683 -0.793
C 1.276 -3.867 -0.083 -1.410
H -2.304 -3.838 -0.443 0.358
H -1.083 -4.903 0.382 0.649
H -0.907 -4.533 -1.402 0.442
H -1.599 -3.640 1.983 0.693
H -2.093 -2.076 1.422 0.007
H -0.748 -2.111 2.524 -0.203
H 2.194 -3.509 0.363 0.364
H 1.026 -4.903 0.189 0.494
H 1.438 -3.878 -1.169 0.331

Values for F_max, eV Å⁻¹, ordered as above
2.4 4.2 3.8 7.4